P.
DFT (the ωB97M-V functional and the def2-TZVPD basis) results for the ion CH4ClN2O with charge +1.

Each line ends with the Löwdin charge.
Element x y z (Å)
C (-0.775, 0.747, 0.003)  -0.0563
N (1.175, -0.835, 0.385)  -0.3356
N (-0.522, -0.547, -0.021)  -0.1822
O (-1.054, -1.571, 0.039)  0.2748
Cl (2.117, 0.436, -0.056)  0.7621
H (-1.802, 1.023, -0.485)  0.1832
H (-0.054, 1.138, -0.817)  0.1157
H (-0.540, 1.273, 1.005)  0.1890
H (1.454, -1.665, -0.053)  0.0491

Output
net charge	+1
gap between HOMO and LUMO (alpha / beta)	8.019 / 8.015	eV
HOMO (alpha / beta)	-15.408 / -15.407	eV

Q.
DFT (the ωB97M-V functional and the def2-TZVPD basis) results for a cluster of 2 separate species, CH4ClN2O in total.

Each line ends with the Löwdin charge.
Element x y z (Å)
C (0.292, 0.233, 0.793)  -0.5470
N (0.273, 1.035, -0.201)  -0.0399
N (-0.681, -1.758, 0.535)  0.1962
O (-0.180, 0.647, -1.422)  0.0678
Cl (0.856, 0.426, 2.294)  0.9107
H (0.688, 1.976, -0.139)  0.2020
H (0.170, -2.329, 0.541)  0.0325
H (-1.002, -1.649, -0.431)  0.0186
H (-0.415, 1.418, -1.970)  0.1590

Output
net charge	+1
gap between HOMO and LUMO (alpha / beta)	9.510 / 9.511	eV
HOMO (alpha / beta)	-15.646 / -15.644	eV

Among the structures above, stability is greatest for Q.